(1)
A molecular structure, C5H12O15V3 at a distorted geometry, computed with the ωB97M-V functional and the def2-TZVPD basis.

Structure (XYZ):
```
35
Properties=species:S:1:pos:R:3:forces:R:3:mulliken_charge:R:1
O 2.6851 -2.2963 -0.8426 0.03 -0.31 0.47 -0.5742
V 2.4166 -1.8526 0.6465 1.67 0.16 1.42 1.2468
O 2.8405 -3.0080 1.7012 -0.73 1.05 -1.74 -0.6650
O -1.8806 -0.8987 3.9934 -0.27 0.12 -0.51 -0.4743
V -1.1672 -1.6666 2.8402 1.80 -3.36 2.03 1.1942
O -1.4927 -3.2690 3.1115 0.42 3.79 -1.10 -0.5721
O 0.7623 2.7772 0.7827 0.46 -3.11 1.00 -0.6214
V 1.0599 1.4169 1.6499 0.31 4.39 1.08 1.2477
O 0.7213 1.9241 3.1375 0.33 -1.34 -1.77 -0.6076
C -0.1593 -0.7755 0.5087 5.93 3.61 1.83 2.1328
O 0.7707 -0.2952 -0.1200 2.81 3.26 -6.20 -0.8841
O -0.4805 -0.0507 1.4677 -6.67 5.84 4.56 -0.8871
O 0.0999 -1.8397 0.9613 -0.86 -12.72 1.55 -1.0098
C 3.4415 0.3497 1.7754 0.73 1.29 -5.49 1.2774
O 2.5347 -0.3077 2.2097 -8.86 -4.69 6.10 -0.9396
O 3.3140 1.5349 1.6129 -1.40 7.39 2.22 -0.6575
O 3.9808 -0.2315 0.8587 5.26 -5.55 -4.39 -0.6716
O 2.8944 0.9572 -1.6345 0.37 0.28 -0.20 -0.6072
H 2.1859 0.5019 -1.1796 -0.24 -0.16 0.02 0.4162
H 2.5691 1.0763 -2.5268 -0.09 0.03 -0.17 0.2878
O 0.9051 -1.5627 3.9085 -1.52 -0.39 -0.41 -0.5513
H 1.5883 -1.2515 3.3146 0.89 0.52 -0.67 0.6513
H 1.3408 -1.6368 4.7576 -0.44 -0.12 0.32 0.2829
C -2.0359 1.4238 -1.6851 -0.28 0.48 -0.09 -1.1036
C -2.3405 0.5290 -2.8616 0.51 0.25 -0.81 0.7088
C -3.7559 0.6078 -3.3140 -1.15 -1.02 0.24 -1.5383
O -1.6166 0.9297 -4.0425 0.58 -0.12 0.63 -0.5665
H -2.4819 1.0689 -0.7560 -0.24 -0.03 -0.03 0.2374
H -2.5163 2.3515 -1.9962 0.11 0.39 0.55 0.3696
H -0.9930 1.6417 -1.4547 0.15 -0.26 -0.33 0.2539
H -2.0768 -0.5166 -2.7027 -0.11 -0.21 0.39 0.2401
H -4.4067 0.2397 -2.5208 -0.21 -0.02 0.04 0.3610
H -3.8353 -0.0849 -4.1519 -0.28 0.08 -0.10 0.3668
H -4.1422 1.5775 -3.6276 0.51 0.19 0.09 0.3469
H -0.7299 0.6358 -3.8212 0.48 0.29 -0.50 0.3093
```
Positions in Å, forces in eV/Å.

The HOMO-LUMO gap comes out at 6.93 eV. As for the total energy: -113156.4615 eV. The spin multiplicity is 1. As for the HOMO energy: -0.24027 Eh. Its net charge is -1.


(2)
A molecular structure, C6H3BrCl3GeHgNO2 at a distorted geometry, computed with the ωB97M-V functional and the def2-TZVPD basis.

Structure (XYZ):
```
18
Properties=species:S:1:pos:R:3:forces:R:3:nbo_charge:R:1
Hg 2.8162 0.0027 1.8898 -1.38 -1.38 -0.68 0.9668
Cl 2.3912 -3.9106 2.4731 0.03 0.11 -0.01 -0.3465
Ge 1.3613 -2.1070 2.9279 0.43 0.77 -0.10 0.9375
Cl -0.5314 -2.1439 1.9437 0.32 0.10 0.05 -0.3348
Cl 0.9716 -2.0522 5.0255 0.12 0.07 -0.15 -0.3558
Br -3.1721 1.4548 -3.2585 0.13 -0.03 0.23 0.0691
C -1.9457 1.1868 -1.8328 0.09 -0.03 0.01 -0.1309
C -2.3274 1.4396 -0.5173 -0.15 0.01 -0.47 0.0198
N -1.4974 1.2821 0.4938 -0.05 0.09 0.51 -0.4139
C -0.2678 0.8660 0.2495 0.46 -0.09 0.00 0.0571
C 0.2131 0.5673 -1.0184 -0.04 -0.01 -0.06 -0.1919
C -0.6622 0.7373 -2.0887 -0.11 0.06 0.13 -0.1494
C 1.6036 0.0305 -1.3065 -0.16 -0.02 -0.47 0.7683
O 1.9113 -0.2734 -2.4414 -0.37 0.14 -0.23 -0.6087
O 2.4149 -0.1361 -0.3241 0.88 0.20 1.69 -0.9091
H -3.3219 1.7772 -0.2658 -0.16 0.05 -0.14 0.2054
H 0.3615 0.7682 1.1368 -0.06 -0.03 -0.26 0.1570
H -0.3185 0.5107 -3.0866 0.02 -0.02 -0.07 0.2599
```
Positions in Å, forces in eV/Å.

The HOMO-LUMO gap comes out at 6.03 eV. As for the total energy: -180158.0832 eV. The spin multiplicity is 1. As for the HOMO energy: -0.34725 Eh. Its net charge is 0.


(3)
A molecular structure, C51H41BrIN2O5S7V, computed with the ωB97M-V functional and the def2-TZVPD basis.

Structure (XYZ):
```
109
Properties=species:S:1:pos:R:3:forces:R:3:mulliken_spin:R:1
V -0.0846 0.0042 -0.1877 0.25 -0.75 -0.56 2.8834
C -0.6056 -7.8095 2.6792 -0.01 -0.02 -0.01 0.0003
C -0.6515 -6.3444 2.3400 0.04 0.01 -0.02 0.0006
C -1.7130 -5.5471 2.7559 -0.06 0.05 0.02 0.0003
C -1.7593 -4.1956 2.4444 0.07 -0.09 0.01 0.0012
C -0.7200 -3.6543 1.7111 0.17 -0.04 -0.05 0.0498
C 0.3397 -4.4212 1.2592 -0.01 -0.06 -0.03 0.0102
C 0.3686 -5.7663 1.5855 -0.01 -0.02 0.00 -0.0007
S -0.7816 -1.9200 1.3511 -0.79 0.57 -0.10 0.0111
O -2.2229 -1.5455 1.2165 0.11 -0.49 0.17 0.0300
C -0.2147 -1.2939 2.9269 0.19 -0.20 0.05 -0.0281
C 1.1148 -1.6751 3.2505 -0.09 0.02 0.05 -0.0148
C 1.6772 -1.2508 4.4070 0.01 0.05 0.04 -0.0065
C 0.9827 -0.3432 5.2513 0.14 -0.07 0.00 -0.0012
C 1.5769 0.1354 6.4433 -0.01 0.00 -0.05 -0.0001
C 0.9346 1.0517 7.2228 -0.03 0.04 -0.01 0.0010
C -0.3244 1.5477 6.8261 0.06 0.02 0.04 -0.0003
C -0.9226 1.0946 5.6859 0.00 -0.05 -0.05 0.0006
C -0.2973 0.1107 4.8768 -0.10 0.09 -0.03 0.0061
C -0.9337 -0.4338 3.7023 0.04 0.29 -0.10 -0.0019
C -2.3570 -0.0265 3.4826 -0.01 -0.13 -0.03 -0.0036
C -3.2988 -0.5125 4.4499 0.06 -0.13 0.02 -0.0036
C -2.9529 -1.5339 5.3786 0.01 0.07 -0.07 -0.0005
C -3.8621 -2.0014 6.2807 -0.08 0.00 0.02 -0.0001
C -5.1707 -1.4677 6.3219 0.07 -0.05 0.03 0.0001
C -5.5351 -0.4977 5.4379 0.02 0.04 -0.05 0.0005
C -4.6155 -0.0096 4.4741 -0.09 0.03 0.01 0.0011
C -4.9871 0.9763 3.5314 -0.01 -0.01 0.00 -0.0020
C -4.1134 1.3632 2.5653 0.03 0.02 0.03 -0.0074
C -2.8035 0.8281 2.5076 -0.12 0.17 -0.03 -0.0070
S -1.7925 1.3984 1.0999 -0.32 0.25 0.45 0.0595
O -1.3726 2.7830 1.4123 -0.02 -0.16 -0.03 -0.0028
C -3.1041 1.5083 -0.1203 0.06 0.07 -0.01 -0.0024
C -3.1780 2.7085 -0.7980 -0.16 0.01 0.00 0.0317
C -4.1140 2.8477 -1.8176 0.04 0.05 0.08 0.0016
C -4.9515 1.8012 -2.1681 0.00 -0.03 0.03 0.0017
C -5.9417 1.9406 -3.2918 -0.01 0.00 0.00 -0.0007
C -4.8466 0.5958 -1.4678 -0.05 0.04 -0.03 -0.0038
C -3.9285 0.4367 -0.4494 0.00 0.02 0.07 0.0262
H -1.4398 -8.0925 3.3201 0.00 0.00 0.00 0.0000
H 0.3208 -8.0627 3.1972 0.00 0.00 0.00 0.0000
H -0.6521 -8.4208 1.7760 0.00 0.00 0.00 0.0000
H -2.5197 -5.9886 3.3297 0.01 -0.01 0.00 -0.0003
H -2.5897 -3.5702 2.7489 0.00 0.01 0.01 0.0010
H 1.1077 -3.9784 0.6362 -0.01 0.02 -0.01 0.0043
H 1.1869 -6.3826 1.2316 0.00 0.00 0.01 0.0000
H 1.6688 -2.3072 2.5663 -0.02 -0.02 0.01 -0.0069
H 2.6797 -1.5562 4.6803 0.01 0.01 -0.01 -0.0001
H 2.5619 -0.2275 6.7096 0.02 -0.01 0.00 0.0001
H 1.3987 1.4188 8.1292 0.00 0.01 0.00 0.0001
H -0.8150 2.3056 7.4233 0.00 0.00 0.00 0.0000
H -1.8786 1.5008 5.3857 -0.01 -0.01 0.01 0.0001
H -1.9565 -1.9546 5.3549 0.00 0.00 0.01 -0.0007
H -3.5805 -2.7884 6.9685 0.00 0.00 0.01 0.0000
H -5.8808 -1.8368 7.0510 0.00 -0.01 0.00 0.0000
H -6.5370 -0.0852 5.4492 0.00 -0.01 0.00 0.0001
H -5.9824 1.4024 3.5714 0.00 -0.01 0.00 -0.0005
H -4.4181 2.0930 1.8286 0.02 0.00 -0.01 0.0003
H -2.5019 3.5114 -0.5374 0.02 0.00 -0.01 0.0013
H -4.1633 3.7811 -2.3655 0.00 0.00 -0.01 -0.0006
H -5.7814 2.8670 -3.8421 0.00 0.00 0.00 0.0001
H -6.9670 1.9439 -2.9152 0.00 0.00 0.00 0.0003
H -5.8597 1.1077 -3.9927 0.00 -0.01 0.00 0.0001
H -5.4815 -0.2396 -1.7432 -0.01 0.00 0.00 0.0000
H -3.8418 -0.5046 0.0757 0.02 0.00 0.00 -0.0055
S 5.4400 1.9902 -4.4943 -0.08 -0.03 0.06 -0.0021
C 4.1951 1.5370 -3.4917 0.15 0.05 -0.11 -0.0015
S 3.9683 -0.0630 -2.9140 0.06 -0.14 0.00 0.0029
C 2.5340 0.2012 -1.9533 -0.10 0.05 0.07 0.0353
C 2.0691 1.4715 -1.9597 -0.05 -0.09 0.13 0.0377
S 0.6895 2.0796 -1.0627 0.10 0.31 -0.33 -0.0218
S 2.9873 2.6072 -2.9165 -0.05 0.13 0.02 0.0042
S 1.8201 -1.1577 -1.1182 0.25 -0.05 -0.16 -0.0350
C -0.1952 -2.3375 -4.5603 0.01 0.00 0.00 -0.0081
C -1.1494 -3.3796 -3.9887 -0.06 -0.06 0.01 0.0049
C -2.2295 -2.8422 -3.0132 -0.02 0.09 -0.04 -0.0006
C -3.0533 -4.0126 -2.4681 -0.05 0.01 0.01 0.0003
C -4.0845 -3.5841 -1.4293 0.00 0.02 0.01 -0.0024
C -3.1279 -1.9091 -3.7856 0.04 -0.03 0.02 0.0030
O -4.0331 -2.2799 -4.5110 0.02 0.00 -0.06 0.0003
N -2.8025 -0.5998 -3.6532 0.05 0.05 -0.04 0.0029
C -1.9131 -0.0183 -2.7258 0.01 0.00 0.21 0.0009
O -1.7418 1.1752 -2.8212 0.04 0.03 -0.06 0.0080
N -1.3538 -0.8125 -1.7481 -0.41 -0.14 -0.35 -0.1198
C -1.4873 -2.1580 -1.8625 0.30 -0.09 0.17 0.0420
O -0.9518 -2.9302 -1.0647 0.00 0.11 0.16 0.0239
H 0.5779 -2.8302 -5.1516 -0.01 0.01 -0.02 -0.0008
H 0.3108 -1.7783 -3.7700 0.01 -0.01 0.01 0.0061
H -0.7074 -1.6283 -5.2127 -0.01 0.01 0.01 0.0006
H -0.5840 -4.1253 -3.4256 0.00 0.01 0.01 0.0004
H -1.6792 -3.8980 -4.7926 0.02 -0.01 0.00 -0.0003
H -2.3603 -4.7322 -2.0325 0.00 0.02 0.00 -0.0005
H -3.5520 -4.4799 -3.3189 0.01 -0.04 0.01 0.0004
H -3.6122 -3.0462 -0.6035 0.01 -0.02 0.01 0.0026
H -4.5957 -4.4520 -1.0088 -0.01 0.00 -0.01 0.0000
H -4.8441 -2.9389 -1.8773 0.00 0.01 0.00 -0.0002
H -3.2951 0.0748 -4.2196 0.00 0.00 -0.02 0.0006
Br 2.3190 3.4719 4.5087 0.01 -0.05 0.02 0.0003
C 3.5345 2.0449 4.2070 -0.04 0.05 0.12 -0.0040
C 4.5371 1.8473 5.1498 -0.02 -0.03 0.00 0.0002
C 5.4431 0.8137 4.9819 0.01 -0.01 0.00 0.0000
C 5.3496 -0.0150 3.8698 -0.04 0.02 0.01 0.0007
C 4.3506 0.1991 2.9346 0.04 -0.01 0.04 -0.0005
C 3.4225 1.2296 3.0926 0.11 -0.21 0.07 0.0087
I 2.0502 1.5517 1.5266 0.27 0.44 0.16 -0.0137
H 4.6005 2.5049 6.0062 -0.01 0.00 0.00 -0.0001
H 6.2268 0.6645 5.7139 0.00 0.00 0.00 0.0000
H 6.0597 -0.8196 3.7265 0.00 0.00 -0.01 0.0000
H 4.2818 -0.4343 2.0578 0.00 0.01 -0.01 0.0020
```
Positions in Å, forces in eV/Å.

The HOMO-LUMO gap (alpha / beta) comes out at 5.72 / 5.83 eV. As for the total energy: -246453.9198 eV. The spin multiplicity is 4. As for the HOMO energy (alpha / beta): -0.14569 / -0.15000 Eh. Its net charge is -1.


Copy entry 2 word for word.
A molecular structure, C6H3BrCl3GeHgNO2 at a distorted geometry, computed with the ωB97M-V functional and the def2-TZVPD basis.

Structure (XYZ):
```
18
Properties=species:S:1:pos:R:3:forces:R:3:nbo_charge:R:1
Hg 2.8162 0.0027 1.8898 -1.38 -1.38 -0.68 0.9668
Cl 2.3912 -3.9106 2.4731 0.03 0.11 -0.01 -0.3465
Ge 1.3613 -2.1070 2.9279 0.43 0.77 -0.10 0.9375
Cl -0.5314 -2.1439 1.9437 0.32 0.10 0.05 -0.3348
Cl 0.9716 -2.0522 5.0255 0.12 0.07 -0.15 -0.3558
Br -3.1721 1.4548 -3.2585 0.13 -0.03 0.23 0.0691
C -1.9457 1.1868 -1.8328 0.09 -0.03 0.01 -0.1309
C -2.3274 1.4396 -0.5173 -0.15 0.01 -0.47 0.0198
N -1.4974 1.2821 0.4938 -0.05 0.09 0.51 -0.4139
C -0.2678 0.8660 0.2495 0.46 -0.09 0.00 0.0571
C 0.2131 0.5673 -1.0184 -0.04 -0.01 -0.06 -0.1919
C -0.6622 0.7373 -2.0887 -0.11 0.06 0.13 -0.1494
C 1.6036 0.0305 -1.3065 -0.16 -0.02 -0.47 0.7683
O 1.9113 -0.2734 -2.4414 -0.37 0.14 -0.23 -0.6087
O 2.4149 -0.1361 -0.3241 0.88 0.20 1.69 -0.9091
H -3.3219 1.7772 -0.2658 -0.16 0.05 -0.14 0.2054
H 0.3615 0.7682 1.1368 -0.06 -0.03 -0.26 0.1570
H -0.3185 0.5107 -3.0866 0.02 -0.02 -0.07 0.2599
```
Positions in Å, forces in eV/Å.

The HOMO-LUMO gap comes out at 6.03 eV. As for the total energy: -180158.0832 eV. The spin multiplicity is 1. As for the HOMO energy: -0.34725 Eh. Its net charge is 0.


- What is the spin multiplicity in the first record?
  1